Below is 8 unconnected molecules or ions with the total composition C54H118N6O8 at a distorted geometry, with properties calculated with the ωB97M-V functional and the def2-TZVPD basis.

Bonds (Å) are listed after each position.
Element x y z (Å)
1 C -1.33 -20.74 20.63  C79 1.530, H159 1.088, H168 1.095, H174 1.092
2 C 2.27 -21.47 18.38  H24 1.084, H81 1.096, H140 1.101, C166 1.527
3 C -2.95 -21.86 13.99  H44 1.089, C118 1.555, H133 1.095, H177 1.090
4 H 3.06 -23.98 17.43  C85 1.087
5 H -2.66 -20.44 22.74  C163 1.096
6 H 1.30 -19.05 16.60  C82 1.091
7 H 5.29 -21.30 16.78  C84 1.092
8 H -1.47 -24.46 8.25  C111 1.094
9 C 6.40 -14.36 15.21  H60 1.088, H94 1.088, H99 1.098, C182 1.548
10 H 9.02 -13.74 18.57  C90 1.092
11 H -1.29 -23.95 21.87  C171 1.089
12 H -4.58 -25.35 15.63  C40 1.092
13 H 3.20 -23.71 10.10  C120 1.102
14 C 5.20 -17.43 7.85  C52 1.510, H59 1.092, H72 1.091, H172 1.090
15 H 7.16 -22.04 14.62  O95 0.962
16 C 7.16 -16.67 15.70  H74 1.090, H77 1.092, H126 1.097, C182 1.529
17 H 3.52 -19.45 7.78  C88 1.091
18 H -0.87 -24.02 12.27  C129 1.089
19 H -6.96 -20.51 16.81  C123 1.093
20 H 3.15 -24.64 8.66  C120 1.088
21 C 1.20 -23.99 9.39  C23 1.532, C53 1.537, N76 1.439, C120 1.525
22 H -0.90 -22.10 15.56  C105 1.087
23 C 0.51 -23.73 8.05  C21 1.532, H39 1.093, C111 1.539, H169 1.092
24 H 1.66 -20.61 18.12  C2 1.084
25 C 5.51 -20.16 11.68  C46 1.523, H114 1.097, H121 1.085, H138 1.090
26 H 7.36 -18.36 12.89  C107 1.095
27 H 8.73 -14.10 16.25  C150 1.089
28 H -1.52 -21.52 8.93  C145 1.098
29 H 3.45 -18.91 17.26  C156 1.099
30 O 1.41 -23.15 11.56  H43 0.962, N76 1.395
31 H 3.01 -22.84 8.67  C120 1.091
32 H 4.73 -23.39 16.94  C85 1.087
33 C 3.78 -17.68 11.39  H38 1.093, H49 1.096, C89 1.507, C137 1.526
34 H 5.41 -12.68 17.52  C135 1.087
35 H -6.28 -23.40 20.90  C158 1.092
36 H 7.64 -18.72 9.05  O113 0.960
37 O -4.03 -20.15 16.27  H45 0.963, N91 1.413
38 H 3.05 -17.03 11.89  C33 1.093
39 H 0.61 -24.61 7.41  C23 1.093
40 C -4.51 -24.29 15.37  H12 1.092, H101 1.099, C106 1.520, C147 1.520
41 C 4.90 -15.44 19.60  H83 1.100, H110 1.092, C155 1.524, H185 1.089
42 H 5.09 -17.76 13.07  C137 1.094
43 H 1.83 -22.31 11.77  O30 0.962
44 H -1.93 -22.01 13.63  C3 1.089
45 H -4.02 -20.00 17.22  O37 0.963
46 C 6.00 -18.76 11.32  C25 1.523, C107 1.542, N116 1.447, C137 1.533
47 H 7.76 -17.60 11.38  C107 1.088
48 H 3.46 -18.86 14.62  C122 1.097
49 H 3.35 -18.67 11.57  C33 1.096
50 H 4.63 -20.67 18.32  C84 1.093
51 H -5.78 -21.13 17.93  C123 1.090
52 C 4.78 -18.22 9.07  C14 1.510, C88 1.539, C89 1.540, N116 1.473
53 C 1.01 -25.46 9.81  C21 1.537, H78 1.098, H117 1.088, H175 1.091
54 H 3.93 -13.54 17.90  C135 1.095
55 C -3.33 -22.28 23.54  H75 1.092, C142 1.549, C163 1.529, H181 1.091
56 H 2.02 -23.52 15.44  O112 0.963
57 H -2.76 -24.00 16.64  C147 1.096
58 H 5.63 -16.67 11.79  C137 1.094
59 H 5.86 -16.62 8.15  C14 1.092
60 H 5.57 -14.72 14.61  C9 1.088
61 C 7.03 -14.39 19.13  H87 1.095, C90 1.502, H146 1.098, C155 1.533
62 H -5.34 -23.63 19.42  C158 1.089
63 H 4.09 -16.28 9.83  C89 1.092
64 C -0.72 -22.72 10.55  N76 1.472, C129 1.562, C145 1.525, C170 1.530
65 N -3.15 -22.32 20.65  C79 1.454, O125 1.415, C167 1.461
66 H 0.30 -19.40 15.15  C82 1.095
67 C -5.59 -21.96 15.92  N91 1.461, C106 1.535, C123 1.536, C128 1.517
68 H 4.74 -20.39 8.71  C88 1.086
69 H -3.03 -24.93 22.05  C152 1.091
70 H 2.84 -17.48 9.53  C89 1.097
71 H -7.15 -22.10 17.52  C123 1.091
72 H 5.79 -18.05 7.17  C14 1.091
73 H 7.73 -12.82 17.81  C90 1.095
74 H 7.51 -17.48 16.34  C16 1.090
75 H -2.93 -23.21 23.95  C55 1.092
76 N 0.70 -23.05 10.36  C21 1.439, O30 1.395, C64 1.472
77 H 7.78 -16.50 14.82  C16 1.092
78 H 1.31 -25.55 10.86  C53 1.098
79 C -1.95 -21.92 21.37  C1 1.530, N65 1.454, C163 1.528, C171 1.534
80 H 1.56 -19.99 13.26  C93 1.094
81 H 1.61 -22.29 18.69  C2 1.096
82 C 1.00 -19.82 15.88  H6 1.091, H66 1.095, C141 1.541, H153 1.097
83 H 3.81 -15.36 19.49  C41 1.100
84 C 4.43 -20.83 17.26  H7 1.092, H50 1.093, C156 1.525, C166 1.539
85 C 3.83 -23.22 17.52  H4 1.087, H32 1.087, H130 1.096, C166 1.527
86 H -5.48 -22.00 20.04  C158 1.089
87 H 6.95 -13.78 20.04  C61 1.095
88 C 4.06 -19.54 8.72  H17 1.091, C52 1.539, H68 1.086, H184 1.093
89 C 3.85 -17.34 9.93  C33 1.507, C52 1.540, H63 1.092, H70 1.097
90 C 8.01 -13.83 18.14  H10 1.092, C61 1.502, H73 1.095, C150 1.554
91 N -4.20 -21.55 16.15  O37 1.413, C67 1.461, C118 1.446
92 H 4.20 -15.22 16.51  O127 0.969
93 C 1.89 -20.86 13.82  H80 1.094, C141 1.518, H162 1.094, H164 1.096
94 H 7.23 -13.99 14.61  C9 1.088
95 O 6.39 -22.50 14.27  H15 0.962, H143 0.964
96 N 2.56 -21.80 15.97  O112 1.415, C141 1.455, C166 1.476
97 H 4.86 -12.78 19.21  C135 1.090
98 H -7.18 -21.80 14.50  C128 1.096
99 H 6.03 -13.47 15.73  C9 1.098
100 H -2.33 -23.64 19.54  O125 0.969
101 H -4.68 -24.36 14.29  C40 1.099
102 H -0.38 -23.28 20.48  C171 1.094
103 H 0.19 -21.00 11.59  C170 1.090
104 H -2.40 -23.47 11.63  C129 1.098
105 C -1.73 -21.74 16.16  H22 1.087, C118 1.536, H148 1.090, H160 1.093
106 C -5.62 -23.49 16.03  C40 1.520, C67 1.535, H179 1.099, H180 1.094
107 C 7.45 -18.55 11.82  H26 1.095, C46 1.542, H47 1.088, H144 1.086
108 H -1.35 -21.40 23.38  C163 1.090
109 H -4.71 -25.16 21.88  C152 1.094
110 H 5.02 -15.11 20.63  C41 1.092
111 C -1.01 -23.48 8.10  H8 1.094, C23 1.539, H115 1.089, C145 1.520
112 O 1.55 -22.78 15.85  H56 0.963, N96 1.415
113 O 6.89 -19.30 9.19  H36 0.960, N116 1.428
114 H 6.24 -20.85 11.24  C25 1.097
115 H -1.28 -23.06 7.14  C111 1.089
116 N 5.97 -18.47 9.90  C46 1.447, C52 1.473, O113 1.428
117 H -0.01 -25.85 9.76  C53 1.088
118 C -3.06 -22.17 15.51  C3 1.555, N91 1.446, C105 1.536, C147 1.523
119 H -2.53 -22.72 9.43  C145 1.097
120 C 2.69 -23.77 9.13  H13 1.102, H20 1.088, C21 1.525, H31 1.091
121 H 4.55 -20.38 11.24  C25 1.085
122 C 3.46 -19.73 15.28  H48 1.097, H131 1.110, C141 1.514, C156 1.505
123 C -6.42 -21.41 17.09  H19 1.093, H51 1.090, C67 1.536, H71 1.091
124 H 8.82 -15.58 17.26  C150 1.091
125 O -2.82 -22.82 19.37  N65 1.415, H100 0.969
126 H 6.21 -17.06 15.30  C16 1.097
127 O 4.66 -16.00 16.85  H92 0.969, N154 1.416
128 C -6.14 -21.47 14.60  C67 1.517, H98 1.096, H173 1.088, H186 1.093
129 C -1.42 -23.88 11.34  H18 1.089, C64 1.562, H104 1.098, H161 1.084
130 H 4.12 -23.23 18.57  C85 1.096
131 H 4.17 -20.34 14.69  C122 1.110
132 H 5.90 -26.62 16.10  O165 0.961
133 H -3.22 -20.81 13.84  C3 1.095
134 H -1.37 -21.47 12.31  C170 1.088
135 C 4.93 -13.31 18.27  H34 1.087, H54 1.095, H97 1.090, C155 1.542
136 H -1.19 -20.63 10.78  C170 1.100
137 C 5.19 -17.65 11.99  C33 1.526, H42 1.094, C46 1.533, H58 1.094
138 H 5.56 -20.40 12.74  C25 1.090
139 H -3.72 -25.07 20.42  C152 1.093
140 H 2.75 -21.30 19.35  C2 1.101
141 C 2.20 -20.57 15.28  C82 1.541, C93 1.518, N96 1.455, C122 1.514
142 C -4.55 -22.55 22.61  C55 1.549, H157 1.095, C167 1.518, H178 1.089
143 H 5.64 -21.98 14.57  O95 0.964
144 H 8.03 -19.45 11.69  C107 1.086
145 C -1.46 -22.57 9.23  H28 1.098, C64 1.525, C111 1.520, H119 1.097
146 H 7.43 -15.33 19.52  C61 1.098
147 C -3.16 -23.68 15.67  C40 1.520, H57 1.096, C118 1.523, H176 1.100
148 H -1.70 -22.07 17.20  C105 1.090
149 H 5.02 -18.86 16.59  C156 1.091
150 C 8.18 -14.76 16.91  H27 1.089, C90 1.554, H124 1.091, C182 1.532
151 H -0.04 -22.78 22.03  C171 1.099
152 C -3.87 -24.64 21.42  H69 1.091, H109 1.094, H139 1.093, C167 1.536
153 H 0.30 -20.48 16.41  C82 1.097
154 N 5.86 -15.48 17.37  O127 1.416, C155 1.447, C182 1.452
155 C 5.65 -14.65 18.54  C41 1.524, C61 1.533, C135 1.542, N154 1.447
156 C 4.13 -19.48 16.61  H29 1.099, C84 1.525, C122 1.505, H149 1.091
157 H -4.98 -21.55 22.47  C142 1.095
158 C -5.41 -23.04 20.34  H35 1.092, H62 1.089, H86 1.089, C167 1.532
159 H -0.40 -20.42 21.09  C1 1.088
160 H -1.68 -20.65 16.15  C105 1.093
161 H -1.64 -24.74 10.71  C129 1.084
162 H 2.70 -21.41 13.34  C93 1.094
163 C -2.27 -21.47 22.80  H5 1.096, C55 1.529, C79 1.528, H108 1.090
164 H 0.98 -21.47 13.69  C93 1.096
165 O 6.05 -25.70 16.33  H132 0.961, H183 0.963
166 C 3.26 -21.82 17.27  C2 1.527, C84 1.539, C85 1.527, N96 1.476
167 C -4.19 -23.14 21.26  N65 1.461, C142 1.518, C152 1.536, C158 1.532
168 H -1.14 -21.05 19.60  C1 1.095
169 H 0.98 -22.89 7.54  C23 1.092
170 C -0.78 -21.45 11.40  C64 1.530, H103 1.090, H134 1.088, H136 1.100
171 C -0.91 -23.05 21.41  H11 1.089, C79 1.534, H102 1.094, H151 1.099
172 H 4.32 -17.03 7.34  C14 1.090
173 H -5.62 -21.79 13.69  C128 1.088
174 H -2.04 -19.92 20.51  C1 1.092
175 H 1.70 -26.14 9.32  C53 1.091
176 H -2.48 -24.20 14.99  C147 1.100
177 H -3.64 -22.44 13.38  C3 1.090
178 H -5.25 -23.21 23.12  C142 1.089
179 H -6.60 -23.79 15.63  C106 1.099
180 H -5.69 -23.83 17.07  C106 1.094
181 H -3.78 -21.65 24.31  C55 1.091
182 C 6.87 -15.31 16.34  C9 1.548, C16 1.529, C150 1.532, N154 1.452
183 H 6.24 -25.26 15.49  O165 0.963
184 H 3.32 -19.71 9.50  C88 1.093
185 H 5.12 -16.51 19.51  C41 1.089
186 H -6.17 -20.38 14.53  C128 1.093

Computed properties:
SMILES   CC1(C)CCCC(C)(C)N1O.CC1(C)CCCC(C)(C)N1O.CC1(C)CCCC(C)(C)N1O.CC1(C)CCCC(C)(C)N1O.CC1(C)CCCC(C)(C)N1O.CC1(C)CCCC(C)(C)N1O.O.O
HOMO   -7.8 eV
Orbital gap   8.26 eV
Energy relative to the best compared isomer or geometry (same formula, charge and spin)   1.9739 eV

Mulliken atomic charge list, values in e, 99 entries: atom 1 (C): -1.620, atom 2 (C): -2.261, atom 3 (C): -1.400, atom 4 (H): 0.442, atom 5 (H): 0.389, atom 6 (H): 0.266, atom 7 (H): 0.399, atom 8 (H): 0.366, atom 9 (C): -1.741, atom 10 (H): 0.407, atom 11 (H): 0.260, atom 12 (H): 0.477, atom 13 (H): 0.407, atom 14 (C): -2.044, atom 15 (H): 0.324, atom 16 (C): -1.367, atom 17 (H): 0.380, atom 18 (H): 0.301, atom 19 (H): 0.401, atom 20 (H): 0.410, atom 21 (C): 1.209, atom 22 (H): 0.197, atom 23 (C): -1.058, atom 24 (H): 0.458, atom 25 (C): -1.484, atom 26 (H): 0.208, atom 27 (H): 0.248, atom 28 (H): 0.578, atom 29 (H): 0.218, atom 30 (O): -0.322, atom 31 (H): 0.229, atom 32 (H): 0.324, atom 33 (C): 0.643, atom 34 (H): 0.313, atom 35 (H): 0.435, atom 36 (H): 0.332, atom 37 (O): -0.576, atom 38 (H): 0.505, atom 39 (H): 0.322, atom 40 (C): -1.026, atom 41 (C): -1.971, atom 42 (H): -0.429, atom 43 (H): 0.166, atom 44 (H): -0.628, atom 45 (H): 0.308, atom 46 (C): 1.929, atom 47 (H): 0.546, atom 48 (H): 0.685, atom 49 (H): -0.689, atom 50 (H): 0.475, atom 51 (H): 0.066, atom 52 (C): 2.122, atom 53 (C): -1.697, atom 54 (H): 0.416, atom 55 (C): -0.629, atom 56 (H): 0.333, atom 57 (H): 0.389, atom 58 (H): 0.435, atom 59 (H): 0.461, atom 60 (H): 0.299, atom 61 (C): -1.298, atom 62 (H): 0.196, atom 63 (H): 0.404, atom 64 (C): 1.836, atom 65 (N): -0.363, atom 66 (H): 0.569, atom 67 (C): 1.764, atom 68 (H): 0.321, atom 69 (H): 0.322, atom 70 (H): 0.512, atom 71 (H): 0.376, atom 72 (H): 0.408, atom 73 (H): 0.336, atom 74 (H): 0.525, atom 75 (H): 0.331, atom 76 (N): 0.646, atom 77 (H): 0.521, atom 78 (H): 0.282, atom 79 (C): 1.981, atom 80 (H): 0.538, atom 81 (H): 0.396, atom 82 (C): -1.425, atom 83 (H): 0.382, atom 84 (C): -1.653, atom 85 (C): -2.081, atom 86 (H): 0.418, atom 87 (H): 0.506, atom 88 (C): -1.663, atom 89 (C): -1.897, atom 90 (C): -0.729, atom 91 (N): 1.368, atom 92 (H): 0.270, atom 93 (C): -3.071, atom 94 (H): 0.456, atom 95 (O): -0.674, atom 96 (N): 0.606, atom 97 (H): 0.425, atom 98 (H): 0.439, atom 99 (H): 0.328